Density functional theory data (ωB97M-V/def2-TZVPD) for a cluster of 2 separate species, C5H11NS in total.

Atoms and positions in Å:
1 C -1.10 -2.00 -2.11
2 S -2.24 -0.83 -1.35
3 C -1.53 0.71 -1.98
4 H -0.13 -1.83 -1.64
5 H -1.12 -1.84 -3.19
6 H -1.43 -3.01 -1.89
7 H -1.82 1.53 -1.32
8 H -0.45 0.60 -1.98
9 H -1.92 0.89 -2.98
10 C 1.40 0.32 2.85
11 C 2.63 0.24 2.34
12 C 0.03 1.14 1.24
13 N 0.20 0.24 2.12
14 H 1.29 0.37 3.93
15 H 2.79 0.10 1.28
16 H 3.47 0.29 3.02
17 H -0.85 1.19 0.61
18 H 0.79 1.91 1.07

Summary:
**E_HOMO (alpha / beta)**: -0.44625 / -0.44589 Ha
**Orbital gap (alpha / beta)**: 8.59 / 3.56 eV
**Charge**: +1
**Energy above the lowest of the compared OMol25 structures with the same formula, charge and spin**: 0.652 eV
**Spin multiplicity**: 2

***

Density functional theory data (ωB97M-V/def2-TZVPD) for a structure of composition C23H28LiN2O6.

Atoms and positions in Å:
1 Li 1.01 0.34 2.04
2 O -0.22 1.20 -0.38
3 C -1.42 0.51 -0.10
4 C -1.30 -0.29 1.27
5 O -2.28 -0.34 2.01
6 O -0.17 -0.84 1.44
7 C -1.72 -0.49 -1.22
8 C -2.14 -1.79 -0.98
9 C -2.38 -2.66 -2.04
10 C -2.20 -2.23 -3.35
11 C -1.79 -0.93 -3.60
12 C -1.56 -0.06 -2.54
13 C -2.54 1.53 -0.03
14 C -3.87 1.13 -0.02
15 C -4.89 2.08 0.06
16 C -4.59 3.43 0.11
17 C -3.26 3.83 0.09
18 C -2.24 2.89 0.02
19 H 0.47 0.53 -0.58
20 H -2.27 -2.13 0.04
21 H -2.71 -3.67 -1.84
22 H -2.37 -2.92 -4.17
23 H -1.66 -0.59 -4.62
24 H -1.23 0.95 -2.71
25 H -4.12 0.08 -0.06
26 H -5.92 1.75 0.07
27 H -5.38 4.17 0.17
28 H -3.01 4.89 0.12
29 H -1.21 3.20 -0.01
30 O 2.05 -0.43 -0.53
31 C 1.90 -1.55 -0.07
32 C 2.65 -2.08 1.11
33 C 3.98 -2.60 0.51
34 C 3.85 -3.56 -0.69
35 C 3.38 -2.92 -2.01
36 C 1.84 -2.76 -2.12
37 N 1.25 -2.54 -0.80
38 H 2.09 -2.88 1.60
39 H 2.86 -1.28 1.83
40 H 4.54 -3.10 1.30
41 H 4.56 -1.73 0.19
42 H 3.19 -4.40 -0.43
43 H 4.84 -3.99 -0.87
44 H 3.74 -3.50 -2.86
45 H 3.83 -1.92 -2.09
46 H 1.39 -3.67 -2.53
47 H 1.59 -1.93 -2.77
48 H 1.15 -3.39 -0.27
49 O 2.58 0.58 2.85
50 N 2.78 1.90 2.66
51 C -0.56 2.84 3.15
52 O 0.48 2.09 2.55
53 C 1.76 2.65 2.55
54 C 1.91 4.10 2.23
55 H -0.36 3.02 4.21
56 H -1.47 2.25 3.05
57 H -0.71 3.80 2.65
58 H 1.74 4.75 3.10
59 H 1.21 4.39 1.44
60 H 2.93 4.26 1.88

Summary:
**E_HOMO**: -0.15186 Ha
**Orbital gap**: 6.89 eV
**Charge**: -1
**Energy above the lowest of the compared OMol25 structures with the same formula, charge and spin**: 0.000 eV

***

Density functional theory data (ωB97M-V/def2-TZVPD) for the ion C20H18F3N2O4 with charge +1 at a distorted geometry.

Atoms and positions in Å:
1 C 3.47 -1.92 3.31
2 C 3.06 -0.47 3.23
3 O 1.64 -0.45 2.86
4 C 1.19 0.73 2.41
5 C -0.28 0.88 1.90
6 N -0.70 1.85 3.01
7 N -1.18 2.89 3.17
8 C -1.07 -0.44 2.13
9 O -0.68 -1.51 1.66
10 O -2.21 -0.33 2.85
11 C -3.07 -1.53 2.73
12 C -4.47 -1.17 3.14
13 O 1.92 1.73 2.41
14 H 4.50 -2.03 3.67
15 H 2.81 -2.47 3.98
16 H 3.42 -2.37 2.33
17 H 3.19 0.00 4.22
18 H 3.67 0.05 2.46
19 H -3.06 -1.90 1.70
20 H -2.68 -2.29 3.42
21 H -5.09 -2.07 3.24
22 H -4.49 -0.65 4.11
23 H -4.95 -0.53 2.38
24 F -0.65 -1.39 -3.79
25 C 0.10 -0.73 -2.84
26 C 1.46 -1.07 -2.76
27 C 2.12 -0.40 -1.73
28 F 3.45 -0.68 -1.55
29 C 1.50 0.44 -0.81
30 C 0.12 0.64 -0.80
31 C -0.43 1.45 0.33
32 C -1.86 1.85 0.25
33 C -2.34 3.16 0.53
34 C -3.70 3.45 0.61
35 C -4.66 2.46 0.36
36 C -4.19 1.22 -0.05
37 F -5.10 0.18 -0.24
38 C -2.83 0.91 -0.15
39 C -0.54 0.12 -1.94
40 H 1.93 -1.78 -3.41
41 H 2.09 0.88 -0.01
42 H 0.27 2.30 0.58
43 H -1.61 3.96 0.73
44 H -4.03 4.44 0.94
45 H -5.74 2.62 0.48
46 H -2.51 -0.08 -0.48
47 H -1.61 0.29 -2.09

Summary:
**E_HOMO**: -0.45938 Ha
**SMILES**: CCOC(=O)C([N+]#N)(C(=O)OCC)[C@H](c1cccc(F)c1)c1cc(F)cc(F)c1
**Orbital gap**: 5.72 eV
**Charge**: +1

***

Density functional theory data (ωB97M-V/def2-TZVPD) for a structure of composition C4H7N4 at a distorted geometry.

Atoms and positions in Å:
1 C 1.07 -2.44 -0.56
2 C -1.51 -0.22 -0.68
3 C 0.54 -1.37 0.21
4 C 0.83 0.06 -0.23
5 N 1.51 -3.30 -1.17
6 N -1.30 -1.39 -0.19
7 N -0.48 0.59 -0.77
8 N 1.38 0.81 0.83
9 H -2.50 0.08 -1.00
10 H 0.57 -1.54 1.29
11 H 1.54 0.06 -1.07
12 H -1.88 -2.19 -0.07
13 H -0.54 1.54 -1.11
14 H 1.89 1.64 0.55
15 H 0.77 0.99 1.61

Summary:
**E_HOMO**: -0.54011 Ha
**Orbital gap**: 10.13 eV
**Charge**: +1
**Energy above the lowest of the compared OMol25 structures with the same formula, charge and spin**: 1.427 eV

***

Density functional theory data (ωB97M-V/def2-TZVPD) for a structure of composition C11H16F5IrN5O3 at a distorted geometry.

Atoms and positions in Å:
1 Ir -0.12 -0.39 0.07
2 N -0.64 -0.74 2.26
3 C -1.77 -1.68 2.37
4 C -1.45 -2.92 1.55
5 N -1.13 -2.59 0.15
6 C -2.20 -2.73 -0.84
7 C -2.94 -1.41 -1.04
8 N -1.95 -0.36 -1.36
9 H -0.82 0.11 2.79
10 H 0.22 -1.15 2.62
11 H -1.94 -1.97 3.40
12 H -2.67 -1.18 2.01
13 H -0.57 -3.41 1.99
14 H -2.28 -3.62 1.61
15 H -0.33 -3.16 -0.13
16 H -1.77 -3.05 -1.79
17 H -2.92 -3.50 -0.54
18 H -3.67 -1.53 -1.84
19 H -3.46 -1.12 -0.13
20 H -1.63 -0.44 -2.32
21 H -2.38 0.56 -1.29
22 N 2.02 -1.10 -1.73
23 N 3.03 -1.46 -0.91
24 C 2.75 -1.67 0.52
25 O 3.71 -1.81 1.22
26 O 1.50 -1.69 0.81
27 H 1.50 -1.91 -2.07
28 H 2.29 -0.46 -2.46
29 H 3.95 -1.07 -1.11
30 F 2.23 6.37 0.36
31 C 1.79 5.21 0.03
32 C 1.36 4.32 1.05
33 F 1.43 4.70 2.30
34 C 0.89 3.09 0.70
35 F 0.50 2.23 1.62
36 C 0.80 2.66 -0.68
37 O 0.32 1.55 -1.03
38 C 1.26 3.60 -1.67
39 F 1.22 3.22 -2.92
40 C 1.74 4.84 -1.33
41 F 2.15 5.68 -2.24

Summary:
**E_HOMO (alpha / beta)**: -0.54208 / -0.57464 Ha
**Orbital gap (alpha / beta)**: 8.78 / 5.95 eV
**Charge**: +2
**Spin multiplicity**: 6

***

Density functional theory data (ωB97M-V/def2-TZVPD) for a cluster of 2 separate species, CH2NO3S in total at a distorted geometry.

Atoms and positions in Å:
1 C -3.19 -0.59 -0.07
2 N -0.03 0.35 0.52
3 O -4.02 -0.52 0.72
4 O -2.57 -1.02 -0.94
5 O -2.36 1.29 0.14
6 S -1.00 1.43 -0.46
7 H 1.05 0.62 0.34
8 H -0.29 -0.51 0.08

Summary:
**E_HOMO**: -0.06719 Ha
**Orbital gap**: 5.78 eV
**Charge**: -1
**Energy above the lowest of the compared OMol25 structures with the same formula, charge and spin**: 1.159 eV

***

Density functional theory data (ωB97M-V/def2-TZVPD) for a cluster of 2 separate species, C4H4BrFO in total at a distorted geometry.

Atoms and positions in Å:
1 C 2.34 -0.32 0.25
2 C -1.37 -0.39 0.58
3 C -0.20 -0.57 -0.39
4 C -0.84 0.67 -0.40
5 O 2.87 -0.94 1.05
6 F -1.61 1.06 -1.49
7 Br 2.99 1.29 -0.56
8 H -2.28 -0.89 0.26
9 H -1.46 -0.28 1.72
10 H 0.00 -1.32 -1.15
11 H -0.44 1.67 0.14

Summary:
**E_HOMO (alpha / beta)**: -0.32853 / -0.32572 Ha
**Orbital gap (alpha / beta)**: 8.20 / 7.60 eV
**Charge**: 0
**Energy above the lowest of the compared OMol25 structures with the same formula, charge and spin**: 3.561 eV

***

Density functional theory data (ωB97M-V/def2-TZVPD) for a cluster of 4 separate species, C28H36Cl2F3O2PS in total at a distorted geometry.

Atoms and positions in Å:
1 C -0.37 -1.90 4.29
2 C 0.38 -1.58 2.88
3 C -0.60 -1.72 1.63
4 O -1.35 -0.75 1.38
5 O -0.67 -2.83 0.75
6 C -0.83 -4.09 1.48
7 C -1.93 -5.07 0.80
8 P -3.25 -5.70 2.03
9 S -2.67 -7.76 1.49
10 C -2.55 -6.10 3.78
11 C -3.25 -7.43 4.42
12 C -3.83 -3.96 2.54
13 Cl -3.94 -2.74 1.14
14 C -5.25 -3.86 3.26
15 C -6.50 -4.31 2.34
16 Cl -5.38 -4.68 4.89
17 H -1.49 -1.82 4.07
18 H -0.08 -2.97 4.57
19 H -0.04 -1.19 5.12
20 H 0.68 -0.48 2.95
21 H 1.35 -2.17 2.79
22 H 0.20 -4.60 1.44
23 H -1.03 -3.89 2.59
24 H -1.32 -6.00 0.51
25 H -2.34 -4.66 -0.18
26 H -4.55 -6.06 1.58
27 H -1.32 -7.94 1.73
28 H -1.45 -6.39 3.64
29 H -2.60 -5.22 4.49
30 H -2.52 -8.31 4.33
31 H -4.26 -7.67 3.95
32 H -3.34 -7.24 5.55
33 H -3.07 -3.49 3.27
34 H -5.42 -2.74 3.46
35 H -7.42 -3.64 2.51
36 H -6.82 -5.35 2.74
37 H -6.24 -4.46 1.25
38 F 3.90 1.83 5.16
39 C 3.61 2.27 3.93
40 C 3.38 3.62 3.72
41 C 3.08 4.08 2.44
42 C 3.01 3.18 1.39
43 C 3.24 1.82 1.60
44 C 3.55 1.37 2.88
45 H 3.43 4.31 4.56
46 H 2.90 5.14 2.27
47 H 2.77 3.53 0.39
48 H 3.18 1.12 0.78
49 H 3.74 0.32 3.06
50 F 2.14 5.47 -0.19
51 C 1.85 5.91 -1.43
52 C 1.61 7.26 -1.63
53 C 1.31 7.72 -2.91
54 C 1.24 6.82 -3.97
55 C 1.47 5.46 -3.75
56 C 1.78 5.01 -2.48
57 H 1.67 7.94 -0.79
58 H 1.14 8.78 -3.08
59 H 1.00 7.18 -4.96
60 H 1.41 4.76 -4.58
61 H 1.97 3.96 -2.29
62 F 1.77 6.44 -7.40
63 C 2.41 5.39 -7.93
64 C 1.69 4.42 -8.62
65 C 2.36 3.34 -9.17
66 C 3.74 3.22 -9.02
67 C 4.45 4.19 -8.32
68 C 3.78 5.28 -7.78
69 H 0.62 4.53 -8.72
70 H 1.80 2.58 -9.72
71 H 4.25 2.36 -9.45
72 H 5.52 4.09 -8.20
73 H 4.32 6.05 -7.24

Summary:
**E_HOMO**: -0.31821 Ha
**SMILES**: CCC(=O)OCC[PH](S)(CC)[C@@H](Cl)[C@@H](C)Cl.Fc1ccccc1.Fc1ccccc1.Fc1ccccc1
**Orbital gap**: 9.13 eV
**Charge**: 0

***

Number 1: DFT total energy -17678.359 eV. Number 2: DFT total energy -39778.416 eV. Number 3: DFT total energy -40344.644 eV. Number 4: DFT total energy -10213.795 eV. Number 5: DFT total energy -41665.289 eV. Number 6: DFT total energy -19537.743 eV. Number 7: DFT total energy -79015.202 eV. Number 8: DFT total energy -87032.398 eV.